The following is a quantum chemistry calculation of a cluster of 2 separate species, C21H13F4NO3 in total in a non-equilibrium geometry, from the OMol25 dataset.

The geometry in XYZ format:
```
42
C21H13F4NO3, DFT wB97M-V/def2-TZVPD
F -3.8310 3.3326 2.2444
C -3.8010 1.9559 2.2971
C -5.0145 1.2718 2.2733
C -4.9402 -0.1223 2.3308
F -6.1219 -0.8314 2.2912
C -3.7453 -0.8189 2.4250
C -2.5099 -0.1050 2.4511
C -1.2652 -0.8018 2.5521
C -0.0325 -0.2000 2.3338
C 1.2165 -0.8095 2.4097
C 2.4630 -0.1099 2.3442
C 3.6910 -0.8352 2.3087
C 4.8957 -0.1518 2.2823
F 6.0685 -0.8744 2.2628
C 4.9869 1.2427 2.2724
C 3.7782 1.9394 2.2872
F 3.8314 3.3155 2.2702
C 2.5367 1.3161 2.3185
C -2.5684 1.3206 2.3804
H -5.9616 1.7944 2.2238
H -3.7321 -1.9091 2.4568
H -1.3145 -1.8606 2.7950
H -0.0505 0.8537 2.0622
H 1.2665 -1.9004 2.4928
H 3.6711 -1.9244 2.3116
H 5.9440 1.7537 2.2498
H 1.6312 1.9203 2.3415
H -1.6571 1.9169 2.3866
O -1.2147 -2.9745 4.6821
C -0.7026 -4.0441 5.0765
C -0.8917 -5.3259 4.3821
C -0.0277 -6.3695 4.5556
C 0.9764 -6.3029 5.5540
N 1.8957 -7.3758 5.6980
O 2.7778 -7.3036 6.5832
O 1.7879 -8.3576 4.9271
C 1.0673 -5.1674 6.3995
C 0.2122 -4.1158 6.2280
H -1.6873 -5.3848 3.6431
H -0.0875 -7.2585 3.9271
H 1.8343 -5.1491 7.1741
H 0.2513 -3.2539 6.8905
```

Calculated values
E_tot: -40483.903 eV
LUMO level: -0.1471 hartree
relative energy (zero: lowest compared OMol25 entry of this formula, charge and spin): 2.7680 eV

=====

The following is a quantum chemistry calculation of a structure of composition C21H13FN4O11S2Y in a non-equilibrium geometry, from the OMol25 dataset.

The geometry in XYZ format:
```
53
C21H13FN4O11S2Y, DFT wB97M-V/def2-TZVPD
Y 0.1954 -0.1351 0.0299
O 1.5692 -2.4962 5.5191
C 1.2684 -2.0471 4.4519
C 1.4792 -2.7096 3.0868
O 1.9842 -3.7864 2.8891
C 0.9180 -1.7672 2.1108
C 0.4080 -0.6353 2.7373
O -0.1834 0.3265 2.0726
C 0.5629 -0.7145 4.1917
O 0.2010 0.0781 5.0281
O 0.8523 -1.9350 0.8118
O -3.5539 -3.0941 -2.8942
C -2.6048 -2.8047 -3.7993
C -2.7250 -3.3766 -5.0669
C -1.7811 -3.1157 -6.0411
C -0.6958 -2.2789 -5.7760
C -0.5773 -1.7148 -4.5199
C -1.5172 -1.9609 -3.5158
C -1.3207 -1.3221 -2.1905
O -0.2689 -0.5955 -2.0048
N -2.2473 -1.5337 -1.2903
N -2.0105 -0.8890 -0.0581
C -2.9561 -1.0724 0.7889
S -2.9100 -0.3612 2.3901
C -4.6341 -0.7242 2.7534
C -4.9887 -2.0516 2.1200
S -4.3709 -2.0434 0.4230
H -3.3085 -2.5930 -2.0677
H -3.5737 -4.0250 -5.2558
H -1.8904 -3.5688 -7.0212
H 0.0459 -2.0766 -6.5404
H 0.2533 -1.0651 -4.2774
H -5.2590 0.0775 2.3633
H -4.7216 -0.7523 3.8394
H -6.0683 -2.1963 2.0710
H -4.5396 -2.8812 2.6623
F 6.3780 4.8706 -2.7831
C 6.2825 4.0400 -1.7361
C 5.4353 3.0186 -1.7431
N 5.3222 2.1336 -0.6886
C 4.3434 1.0537 -0.7689
C 2.9254 1.5885 -0.7201
O 2.6964 2.7156 -1.1197
O 2.0490 0.7395 -0.2815
C 6.0533 2.2979 0.4705
O 5.9932 1.5497 1.4226
N 6.9275 3.3739 0.4298
C 7.1330 4.3021 -0.5915
O 7.9513 5.1903 -0.4920
H 4.7796 2.8455 -2.5834
H 4.5237 0.3440 0.0255
H 4.4668 0.5480 -1.7287
H 7.4836 3.4967 1.2614
```

Calculated values
charge: -1
E_tot: -75909.998 eV
LUMO level: 0.0686 hartree
relative energy (zero: lowest compared OMol25 entry of this formula, charge and spin): 1.2439 eV

=====

The following is a quantum chemistry calculation of a structure of composition C21H14Cl3NO2PtS, from the OMol25 dataset.

The geometry in XYZ format:
```
43
C21H14Cl3NO2PtS, DFT wB97M-V/def2-TZVPD
Pt 0.2347 1.2919 -0.6515
Cl 2.9499 -4.7161 -4.4416
C 2.1007 -3.4756 -3.5677
C 0.7252 -3.6104 -3.3478
C 0.0461 -2.6380 -2.6676
Cl -1.6563 -2.8224 -2.4012
C 0.6729 -1.4567 -2.1531
O -0.0643 -0.6032 -1.5519
C 2.0786 -1.3728 -2.3776
C 2.9120 -0.2958 -1.8901
O 2.5966 0.6506 -1.1844
C 2.7581 -2.3793 -3.0907
H 0.1972 -4.4798 -3.7148
H 3.9703 -0.3816 -2.2027
H 3.8245 -2.2764 -3.2520
Cl -3.6429 1.9555 -1.3059
C -2.4281 2.5148 -0.2117
C -2.6779 2.6149 1.1127
C -1.6550 3.0430 2.0135
C -0.4211 3.3735 1.5655
C -0.1031 3.2788 0.1663
C -1.1290 2.8503 -0.7495
C -0.6246 2.5456 -2.0658
H -3.6536 2.3494 1.4964
H -1.8921 3.1174 3.0667
H 0.3282 3.7431 2.2544
H 0.7548 3.8160 -0.2209
H 0.1122 3.2380 -2.4632
H -1.2952 2.1475 -2.8162
S 1.8807 0.0639 3.4691
C 1.8475 0.6148 1.8458
N 0.8045 0.2842 1.1574
C -0.0892 -0.4691 1.9135
C -1.3077 -0.9819 1.4676
C -2.0705 -1.7002 2.3630
C -1.6426 -1.9139 3.6806
C -0.4370 -1.4147 4.1283
C 0.3364 -0.6885 3.2260
H 2.6603 1.1850 1.4197
H -1.6155 -0.8239 0.4418
H -3.0167 -2.1125 2.0389
H -2.2658 -2.4832 4.3573
H -0.1032 -1.5821 5.1433
```

Calculated values
E_tot: -79238.732 eV
LUMO level: 0.0038 hartree
relative energy (zero: lowest compared OMol25 entry of this formula, charge and spin): 0.5890 eV